1.
# C5H39NO15

A cluster of 15 separate species, C5H39NO15 in total in a non-equilibrium geometry (ωB97M-V/def2-TZVPD, OMol25).

Last column: natural (NBO) charge in e.
CARTESIAN COORDINATES (ANGSTROEM)
O1 -1.20 1.66 -3.94  -0.59
C1 -2.07 1.10 -3.30  0.45
C2 -1.91 -0.33 -2.83  -0.52
C3 -1.98 -0.23 -1.25  -0.40
C4 -0.73 0.55 -0.82  -0.44
C5 0.48 -0.47 -0.87  -0.21
N1 0.97 -0.81 0.48  -0.91
H1 -3.03 1.60 -3.17  0.16
H2 -0.91 -0.68 -3.21  0.21
H3 -2.72 -1.00 -3.15  0.23
H4 -2.85 0.30 -0.85  0.20
H5 -1.98 -1.29 -0.99  0.24
H6 -0.51 1.40 -1.49  0.22
H7 -0.76 0.72 0.26  0.21
H8 0.22 -1.31 -1.56  0.16
H9 1.30 0.10 -1.33  0.20
H10 0.38 -1.26 1.17  0.39
H11 1.78 -1.39 0.43  0.35
H12 2.61 -2.50 3.06  0.50
H13 3.27 -2.69 1.61  0.50
O2 2.49 -2.82 2.16  -0.95
H14 -0.86 -0.50 3.41  0.46
H15 0.14 -0.23 4.52  0.49
O3 -0.74 -0.60 4.35  -0.95
H16 -2.51 3.35 -1.17  0.50
H17 -3.58 2.17 -0.94  0.48
O4 -3.27 2.86 -1.52  -0.96
H18 1.93 1.81 -0.56  0.49
H19 3.17 2.75 -0.70  0.49
O5 2.35 2.47 -1.12  -0.97
H20 0.61 3.17 1.22  0.49
H21 0.09 1.99 2.00  0.47
O6 0.43 2.89 2.14  -0.97
H22 0.90 -3.32 1.65  0.50
H23 0.04 -3.21 0.38  0.50
O7 -0.03 -3.26 1.35  -1.00
H24 2.80 -1.09 2.58  0.45
H25 2.73 0.04 1.70  0.49
O8 3.05 -0.15 2.61  -0.96
H26 0.20 4.61 -0.37  0.48
H27 0.57 3.42 -1.18  0.50
O9 -0.01 3.67 -0.44  -0.96
H28 2.41 0.90 3.95  0.49
H29 1.42 2.07 3.95  0.49
O10 1.69 1.30 4.47  -1.00
H30 3.20 -2.34 -2.43  0.47
H31 2.86 -0.92 -2.68  0.51
O11 2.86 -1.57 -1.97  -0.97
H32 -3.70 0.21 1.43  0.47
H33 -4.32 -0.90 0.58  0.47
O12 -4.54 -0.17 1.16  -0.94
H34 -1.59 -2.48 1.71  0.50
H35 -3.07 -2.78 1.63  0.47
O13 -2.44 -2.07 1.47  -0.99
H36 1.07 -4.74 -0.92  0.48
H37 1.16 -3.31 -1.51  0.49
O14 0.54 -4.03 -1.29  -0.95
H38 0.95 0.69 -3.90  0.51
H39 2.25 1.41 -3.34  0.50
O15 1.82 0.55 -3.49  -0.99

The strongest force on any atom is 3.1 eV/A. The molar mass is 353.4 u. The value obtained for the energy above the lowest of the compared OMol25 structures with the same formula, charge and spin is 456.9 kJ/mol. As for the highest occupied orbital energy: -9.65 eV. The frontier orbital gap is 9.20 eV.



2.
# C3H7NO2

A structure of composition C3H7NO2 in a non-equilibrium geometry (ωB97M-V/def2-TZVPD, OMol25).

Last column: natural (NBO) charge in e.
CARTESIAN COORDINATES (ANGSTROEM)
C1 1.94 -0.17 -0.03  -0.42
N1 0.53 -0.16 -0.42  -0.72
C2 -0.44 0.60 0.60  0.62
O1 0.01 1.33 1.45  -0.55
C3 -1.62 -0.24 0.46  -0.32
O2 -2.16 -0.39 -0.86  -0.73
H1 2.29 0.85 0.20  0.21
H2 2.05 -0.77 0.88  0.21
H3 2.55 -0.61 -0.82  0.21
H4 0.37 0.13 -1.39  0.41
H5 -2.37 -0.17 1.25  0.19
H6 -0.37 -1.00 0.05  0.42
H7 -2.70 0.40 -1.04  0.47

The strongest force on any atom is 1.2 eV/A. The molar mass is 89.1 u. The value obtained for the energy above the lowest of the compared OMol25 structures with the same formula, charge and spin is 426.8 kJ/mol. As for the highest occupied orbital energy: -8.22 eV. The frontier orbital gap is 8.81 eV.



3.
# C6H11N2

The ion C6H11N2 with charge +1 in a non-equilibrium geometry (ωB97M-V/def2-TZVPD, OMol25).

Last column: natural (NBO) charge in e.
CARTESIAN COORDINATES (ANGSTROEM)
C1 1.11 -1.47 0.08  0.12
C2 0.10 -1.28 -1.03  -0.44
C3 0.93 1.08 -0.47  -0.31
C4 1.62 0.66 0.79  -0.28
C5 -0.36 0.13 -0.66  -0.16
C6 -2.28 0.27 0.82  -0.50
N1 -1.00 -0.08 0.49  0.09
N2 1.70 -0.66 0.81  -0.37
H1 1.41 -2.49 0.34  0.21
H2 0.47 -1.41 -2.14  0.30
H3 -0.83 -1.81 -1.01  0.24
H4 0.52 2.15 -0.45  0.24
H5 1.42 0.88 -1.51  0.26
H6 2.63 1.01 0.69  0.26
H7 1.11 1.14 1.70  0.23
H8 -0.82 0.83 -1.42  0.24
H9 -2.03 0.81 1.73  0.33
H10 -2.88 0.81 0.10  0.22
H11 -2.83 -0.58 1.13  0.31

The strongest force on any atom is 4.5 eV/A. The molar mass is 111.2 u. As for the total charge: +1. The value obtained for the energy above the lowest of the compared OMol25 structures with the same formula, charge and spin is 666.5 kJ/mol. As for the highest occupied orbital energy (spin up / spin down): -13.11 / -13.13 eV. The frontier orbital gap (spin up / spin down) is 5.36 / 5.50 eV.